{
  "formula": "C16H15BF16HfN3O12S4",
  "method": "ωB97M-V/def2-TZVPD",
  "elements": ["Hf", "C", "F", "F", "F", "S", "O", "O", "O", "C", "F", "F", "F", "S", "O", "O", "O", "C", "F", "F", "F", "S", "O", "O", "O", "C", "F", "F", "F", "S", "O", "O", "O", "B", "F", "F", "F", "F", "N", "C", "C", "C", "C", "H", "H", "H", "H", "H", "N", "C", "C", "C", "C", "H", "H", "H", "H", "H", "N", "C", "C", "C", "C", "H", "H", "H", "H", "H"],
  "coordinates": [[-9.53, 15.27, 9.22], [-7.72, 20.54, 11.35], [-8.12, 21.72, 10.81], [-6.69, 20.04, 10.67], [-7.34, 20.82, 12.62], [-9.27, 19.32, 11.23], [-8.78, 18.01, 11.60], [-10.40, 19.83, 12.10], [-9.59, 18.93, 9.81], [-13.37, 10.73, 6.37], [-13.80, 11.83, 5.84], [-14.03, 10.44, 7.48], [-13.63, 9.80, 5.46], [-11.48, 11.01, 6.66], [-10.85, 11.21, 5.36], [-11.32, 12.19, 7.54], [-11.07, 9.77, 7.40], [-7.18, 18.83, 5.31], [-8.40, 19.16, 4.92], [-6.35, 18.97, 4.25], [-6.82, 19.69, 6.31], [-7.07, 17.05, 6.04], [-6.92, 17.14, 7.51], [-8.42, 16.44, 6.04], [-5.99, 16.30, 5.44], [-13.08, 14.33, 14.05], [-14.34, 14.95, 13.87], [-12.31, 15.23, 14.66], [-13.10, 13.20, 14.80], [-12.42, 13.90, 12.32], [-12.37, 15.13, 11.54], [-11.04, 13.61, 12.34], [-13.23, 12.87, 11.66], [-6.46, 12.87, 10.30], [-6.78, 11.89, 11.13], [-7.28, 12.92, 9.19], [-6.92, 14.00, 10.94], [-5.11, 12.95, 10.02], [0.21, 12.11, 12.26], [-1.15, 12.21, 12.36], [-1.59, 11.03, 12.83], [-0.60, 10.13, 12.96], [0.52, 10.76, 12.50], [0.87, 12.83, 11.98], [-1.59, 13.17, 12.14], [-2.61, 10.78, 13.08], [-0.64, 9.10, 13.29], [1.56, 10.46, 12.44], [-9.06, 7.91, 16.38], [-10.42, 7.79, 16.51], [-11.02, 8.58, 15.57], [-10.02, 9.13, 14.81], [-8.82, 8.77, 15.34], [-8.29, 7.53, 16.90], [-10.82, 7.30, 17.38], [-12.07, 8.77, 15.42], [-10.04, 9.84, 13.99], [-7.77, 8.94, 15.16], [-1.85, 13.72, 5.16], [-1.36, 13.62, 6.39], [-0.12, 12.88, 6.34], [0.13, 12.70, 4.96], [-0.94, 13.23, 4.24], [-2.66, 14.27, 4.93], [-1.95, 13.89, 7.25], [0.46, 12.47, 7.14], [0.92, 12.06, 4.58], [-1.09, 13.17, 3.18]],
  "lumo_ev": -5.4,
  "e_tot_ev": -134667.886,
  "spin_multiplicity": 1,
  "homo_lumo_gap_ha": 0.0481,
  "total_charge": -1
}